This record from the Open Molecules 2025 dataset describes one molecule with the formula C5H10O. The level of theory is ωB97M-V/def2-TZVPD.

Each line ends with the Mulliken charge.
Element x y z (Å)
C  -0.2813  1.8676  0.8683  -1.08
C  -0.7815  0.6137  0.1515  -0.69
C  0.2798  -0.3352  -0.3736  0.96
O  1.2615  0.2817  -1.1666  -0.58
C  0.8134  -1.5034  0.3861  -0.69
C  -0.1595  -1.7269  -0.7486  -0.85
H  -1.1164  2.5587  1.0296  0.35
H  0.4792  2.3935  0.2816  0.28
H  0.1539  1.6326  1.8445  0.29
H  -1.3858  0.9192  -0.7171  0.29
H  -1.4625  0.0561  0.8051  0.34
H  0.8111  0.8669  -1.7887  0.35
H  1.8509  -1.7507  0.1785  0.26
H  0.4919  -1.6928  1.4064  0.23
H  0.2189  -2.1580  -1.6704  0.27
H  -1.1735  -2.0231  -0.4867  0.26

E_HOMO: -9.45 eV
SMILES string: CCC1(O)CC1
Frontier orbital gap: 10.46 eV
Relative energy (zero: lowest compared OMol25 entry of this formula, charge and spin): 1.047 eV
2S+1: 1



This record from the Open Molecules 2025 dataset describes C5H10O as an isolated structure at a distorted geometry. The level of theory is ωB97M-V/def2-TZVPD.

Each line ends with the Mulliken charge.
Element x y z (Å)
C  -1.0682  0.4122  -0.4628  -0.65
C  -0.3584  0.1023  0.8008  -0.03
C  -0.3692  -1.0155  -0.1842  -0.42
O  1.0428  -1.1564  -0.2069  -0.45
C  1.1551  0.0656  0.5555  0.30
C  1.7775  1.0333  -0.4238  -1.30
H  -2.1336  0.5948  -0.2604  0.25
H  -2.7403  -1.2095  0.2040  0.00
H  -0.7262  1.0583  -1.2571  0.19
H  -0.8365  0.1307  1.7715  0.30
H  -0.8325  -1.9226  -0.5168  0.43
H  -2.4332  -1.7745  0.5683  0.03
H  1.7203  -0.0371  1.4836  0.39
H  2.8407  0.7904  -0.5173  0.36
H  1.6381  2.0770  -0.1517  0.31
H  1.3236  0.8509  -1.4027  0.30

E_HOMO: -8.65 eV
Frontier orbital gap: 9.81 eV
Relative energy (zero: lowest compared OMol25 entry of this formula, charge and spin): 4.356 eV
2S+1: 1



This record from the Open Molecules 2025 dataset describes one molecule with the formula C5H10O at a distorted geometry. The level of theory is ωB97M-V/def2-TZVPD.

Each line ends with the Mulliken charge.
Element x y z (Å)
O  2.0301  0.7925  -0.3240  -0.61
C  2.0400  -0.5906  -0.1682  -0.35
C  0.6202  -0.9394  -0.4965  -0.68
C  -0.4149  0.1560  0.3232  -0.37
C  -1.7477  0.0446  -0.3664  -0.46
C  -1.4530  1.3753  0.1776  -0.46
H  0.9481  0.9090  -0.0867  0.45
H  2.3618  -0.9310  0.8355  0.25
H  2.5973  -1.2084  -0.9052  0.30
H  0.3472  -1.9780  -0.2348  0.36
H  0.4741  -0.7764  -1.5733  0.36
H  -0.3641  -0.0837  1.3836  0.26
H  -1.6567  -0.0471  -1.4500  0.23
H  -2.4591  -0.6186  0.0935  0.26
H  -1.2861  2.2302  -0.4697  0.25
H  -1.9954  1.6381  1.1004  0.22

E_HOMO: -9.63 eV
SMILES string: OCCC1CC1
Frontier orbital gap: 10.70 eV
Relative energy (zero: lowest compared OMol25 entry of this formula, charge and spin): 3.571 eV
2S+1: 1



This record from the Open Molecules 2025 dataset describes one molecule with the formula C5H10O. The level of theory is ωB97M-V/def2-TZVPD.

Each line ends with the Mulliken charge.
Element x y z (Å)
C  2.5176  0.3035  0.0895  -1.16
C  1.1167  0.5575  -0.4008  -0.09
C  0.0627  -0.2431  -0.2088  0.37
O  0.1459  -1.4824  0.3668  -0.51
C  -1.3525  0.0673  -0.6085  -0.41
C  -2.3510  -0.0027  0.5528  -1.11
H  3.2673  0.5716  -0.6624  0.29
H  2.7289  0.9017  0.9852  0.24
H  2.7094  -0.7417  0.3657  0.33
H  1.0735  -1.7500  0.3598  0.28
H  0.9459  1.4913  -0.9290  0.29
H  -1.6516  -0.6650  -1.3695  0.29
H  -1.3831  1.0580  -1.0736  0.25
H  -2.1633  0.7817  1.2941  0.30
H  -3.3731  0.1226  0.1788  0.33
H  -2.2931  -0.9703  1.0599  0.30

E_HOMO: -8.49 eV
SMILES string: C/C=C(\O)CC
Frontier orbital gap: 9.39 eV
Relative energy (zero: lowest compared OMol25 entry of this formula, charge and spin): 0.561 eV
2S+1: 1